Record 1
{
  "formula": "C3H3NS2",
  "method": "the ωB97M-V functional and the def2-TZVPD basis",
  "relative_energy_kj_mol": 214.15,
  "smiles": "N#CC(=S)CS",
  "total_energy_ha": -967.13441,
  "total_charge": 0,
  "orbital_gap_ev": [7.204, 7.121],
  "e_lumo_ev": [-2.41, -2.45],
  "elements": ["C", "C", "C", "N", "S", "S", "H", "H", "H"],
  "xyz": [[-0.318, -1.846, 0.065], [-0.630, -0.489, -0.111], [0.232, 0.649, -0.365], [-0.095, -2.992, 0.078], [-2.526, -0.218, -0.158], [1.557, 0.786, 0.955], [-0.286, 1.535, -0.620], [0.773, 0.406, -1.190], [1.292, 2.170, 1.346]],
  "forces_ev_per_angstrom": [[0.902, -1.875, -0.221], [-7.482, 0.986, 0.159], [0.709, -0.334, 2.206], [-0.285, 1.790, 0.162], [5.614, -0.798, 0.191], [-0.882, 2.452, 0.374], [-0.648, 0.828, 0.418], [1.776, -0.717, -2.642], [0.295, -2.332, -0.646]]
}

Record 2
{
  "formula": "C3H3NS2",
  "method": "the ωB97M-V functional and the def2-TZVPD basis",
  "relative_energy_kj_mol": 188.68,
  "smiles": "CSC(=S)C#N",
  "total_energy_ha": -967.14412,
  "total_charge": 0,
  "orbital_gap_ev": [7.185, 6.728],
  "e_lumo_ev": [-2.01, -2.16],
  "elements": ["C", "C", "C", "N", "S", "S", "H", "H", "H"],
  "xyz": [[-1.088, -1.198, -0.061], [-1.302, 0.166, -0.077], [1.461, 0.424, 0.046], [-0.720, -2.291, -0.087], [-3.151, 0.811, -0.046], [-0.156, 1.382, -0.197], [1.550, -0.149, -0.838], [1.155, -0.299, 0.771], [2.251, 1.154, 0.488]],
  "forces_ev_per_angstrom": [[0.956, -1.180, -0.026], [-5.712, 3.504, -0.051], [-1.036, 1.960, 1.372], [-0.306, 0.028, 0.069], [4.842, -1.900, -0.096], [1.055, -0.560, 0.309], [1.189, 0.003, -1.099], [0.287, -0.326, 0.908], [-1.277, -1.530, -1.386]]
}

Record 3
{
  "formula": "C3H3NS2",
  "method": "the ωB97M-V functional and the def2-TZVPD basis",
  "relative_energy_kj_mol": 394.78,
  "smiles": "C#CC(=S)NS",
  "total_energy_ha": -967.06562,
  "total_charge": 0,
  "orbital_gap_ev": 8.194,
  "e_lumo_ev": -0.41,
  "elements": ["C", "C", "C", "H", "H", "H", "N", "S", "S"],
  "xyz": [[-0.574, -0.598, 0.026], [-0.769, 0.883, 0.169], [-1.147, 2.083, -0.296], [2.607, -0.342, 0.936], [0.575, -2.319, 0.217], [-1.594, 3.262, -0.403], [0.637, -1.174, 0.052], [2.110, -0.352, -0.386], [-1.844, -1.443, -0.314]],
  "forces_ev_per_angstrom": [[1.048, 3.058, -0.025], [-1.925, 6.976, -3.828], [1.062, -4.171, 3.212], [-0.268, 0.216, -1.484], [0.401, 4.117, -1.052], [1.705, -4.264, 0.383], [1.682, -3.048, 0.844], [-0.506, -0.843, 2.197], [-3.199, -2.042, -0.248]]
}

Record 4
{
  "formula": "C3H3O2P",
  "method": "the ωB97M-V functional and the def2-TZVPD basis",
  "relative_energy_kj_mol": 216.13,
  "total_energy_ha": -607.84833,
  "total_charge": 0,
  "orbital_gap_ev": [6.888, 6.849],
  "e_lumo_ev": [-1.24, -1.42],
  "elements": ["C", "C", "C", "O", "O", "P", "H", "H", "H"],
  "xyz": [[-0.136, 0.561, -0.815], [-2.881, -1.431, -0.275], [0.826, 0.139, -0.054], [-2.966, -0.781, 0.669], [-2.875, -2.187, -1.150], [-0.558, -0.022, -2.467], [-0.792, 1.317, -0.607], [0.793, 0.621, 0.868], [1.480, -0.572, -0.444]],
  "forces_ev_per_angstrom": [[-0.850, -1.283, -3.872], [-0.486, -1.070, 0.023], [-0.321, 0.348, 0.253], [0.199, 1.014, 0.614], [0.253, 0.015, -0.607], [0.343, -0.082, 0.114], [-1.494, 2.034, 1.414], [1.095, 0.182, 1.882], [1.261, -1.159, 0.178]]
}